No. 1
Entry from the Open Molecules 2025 dataset: C10H10N2O4RhS as an isolated structure in a non-equilibrium geometry (wB97M-V/def2-TZVPD).

The geometry in XYZ format:
```
28
C10H10N2O4RhS | the Open Molecules 2025 dataset | wB97M-V/def2-TZVPD
Rh 0.648 -1.405 -0.247
C -1.218 -1.804 -0.133
O -2.368 -1.921 -0.054
C 1.104 -3.305 -0.151
O 1.272 -4.447 -0.090
C 1.011 -1.126 1.696
O 1.172 -0.977 2.825
C 0.798 -1.449 -2.253
O 0.826 -1.531 -3.401
C 3.775 -0.338 -0.547
H 3.673 0.232 -1.483
H 3.827 0.250 0.383
C 3.958 -1.663 -0.552
H 4.192 -2.217 0.372
H 4.010 -2.230 -1.496
C -2.440 1.927 -1.425
N -2.159 1.851 0.007
C -3.037 2.247 1.009
C -2.432 2.004 2.193
N -1.178 1.478 1.909
C -0.999 1.419 0.552
S 0.401 1.065 -0.358
H -1.642 2.452 -1.959
H -2.544 0.925 -1.865
H -3.389 2.467 -1.518
H -3.993 2.690 0.795
H -2.789 2.161 3.193
H -0.479 1.246 2.596
```

HOMO energy (spin up / spin down) ... -17.72 / -20.29 eV
Frontier orbital gap (spin up / spin down) ... 7.0 / 4.4 eV
Total charge ... +3
Energy relative to the best compared isomer or geometry (same formula, charge and spin) ... 32.2 kJ/mol
Calculated total energy ... -35510.23508 eV
Expectation value of S² ... 6.0254
2S+1 ... 5

Now the natural (NBO) charges, all in e: number 1, Rh, carries 0.147; number 2, C, carries 0.526; number 3, O, carries -0.342; number 4, C, carries 0.492; number 5, O, carries -0.307; number 6, C, carries 0.502; number 7, O, carries -0.354; number 8, C, carries 0.491; number 9, O, carries -0.308; number 10, C, carries -0.092; number 11, H, carries 0.245; number 12, H, carries 0.243; number 13, C, carries -0.067; number 14, H, carries 0.250; number 15, H, carries 0.250; number 16, C, carries -0.431; number 17, N, carries -0.297; number 18, C, carries 0.127; number 19, C, carries 0.148; number 20, N, carries -0.504; number 21, C, carries 0.272; number 22, S, carries 0.132; number 23, H, carries 0.268; number 24, H, carries 0.251; number 25, H, carries 0.270; number 26, H, carries 0.305; number 27, H, carries 0.306; number 28, H, carries 0.476

---

No. 2
Entry from the Open Molecules 2025 dataset: a 3-piece molecular cluster, C34H74N3O12PSSi overall in a non-equilibrium geometry (wB97M-V/def2-TZVPD).

The geometry in XYZ format:
```
126
C34H74N3O12PSSi | the Open Molecules 2025 dataset | wB97M-V/def2-TZVPD
C -0.064 -1.572 4.831
C -1.050 -1.632 3.481
O -0.372 -2.315 2.369
C -1.495 -0.056 3.100
O -1.106 0.350 1.754
P -0.200 1.801 1.566
C 1.192 0.998 2.579
C 2.695 0.991 1.828
C 3.485 -0.434 1.950
C 3.350 -1.204 0.471
C 2.303 -2.470 0.494
N 1.074 -2.155 -0.333
C -1.738 2.806 1.811
C -3.245 2.158 1.481
C -3.427 1.615 -0.052
C -3.647 -0.041 -0.153
O -4.763 -0.360 -1.097
C -4.881 -1.850 -1.041
O -5.090 -2.614 -2.136
C 0.116 1.491 -0.340
C -0.005 2.828 -1.265
O 1.330 3.215 -1.810
Si 1.415 2.954 -3.545
C 1.685 1.062 -3.997
C 3.072 3.833 -4.130
C 0.002 3.783 -4.564
C 0.973 3.344 1.619
C 0.331 4.819 1.776
S 1.732 6.108 1.961
C 3.076 5.828 0.694
N 4.139 4.829 1.133
N 5.078 4.794 0.076
C 4.595 5.750 -1.019
O 3.313 6.425 -0.628
H -0.243 -2.471 5.564
H 1.046 -1.587 4.423
H -0.182 -0.576 5.438
H -1.960 -2.296 3.795
H -0.913 -3.151 2.202
H -1.171 0.702 3.964
H -2.677 -0.149 3.265
H 1.270 1.416 3.695
H 1.124 -0.186 2.722
H 3.328 1.785 2.456
H 2.684 1.368 0.735
H 4.642 -0.205 2.062
H 3.118 -1.134 2.815
H 4.394 -1.649 0.107
H 2.997 -0.484 -0.386
H 2.093 -2.721 1.618
H 2.768 -3.463 0.022
H 0.267 -2.784 -0.119
H 1.236 -2.259 -1.360
H -1.855 3.316 2.876
H -1.805 3.621 0.932
H -3.966 3.116 1.540
H -3.670 1.478 2.321
H -2.621 2.008 -0.819
H -4.462 2.049 -0.464
H -2.675 -0.468 -0.664
H -3.837 -0.498 0.931
H -4.840 -2.431 -0.007
H 1.047 0.828 -0.562
H -0.818 0.807 -0.643
H -0.433 3.782 -0.748
H -0.746 2.576 -2.164
H 1.556 0.890 -5.162
H 2.825 0.790 -3.769
H 1.036 0.344 -3.340
H 3.900 3.698 -3.314
H 2.780 4.985 -4.203
H 3.369 3.432 -5.198
H -0.143 4.875 -4.166
H -0.999 3.191 -4.328
H 0.216 3.722 -5.730
H 1.596 3.292 2.643
H 1.772 3.370 0.771
H -0.320 5.214 0.889
H -0.321 4.993 2.761
H 5.163 5.987 -2.036
C -9.246 -0.250 -2.468
O -9.671 -1.599 -2.521
C -8.646 -2.508 -2.118
C -9.261 -3.804 -1.579
O -9.751 -3.679 -0.237
C -10.949 -2.907 -0.075
C -12.200 -3.620 -0.594
O -12.273 -3.525 -2.019
C -12.995 -4.601 -2.597
H -8.420 -0.081 -3.166
H -10.087 0.390 -2.752
H -8.940 0.019 -1.451
H -8.012 -2.059 -1.346
H -8.036 -2.729 -3.000
H -8.469 -4.557 -1.530
H -10.030 -4.200 -2.244
H -10.836 -1.910 -0.504
H -11.063 -2.772 1.006
H -13.095 -3.137 -0.189
H -12.180 -4.668 -0.277
H -12.523 -5.557 -2.344
H -12.968 -4.486 -3.684
H -14.035 -4.589 -2.262
C 9.850 -4.300 2.220
O 9.767 -2.907 1.984
C 11.028 -2.339 1.626
C 10.826 -1.071 0.791
O 10.501 -1.344 -0.579
C 9.182 -1.852 -0.821
C 8.087 -0.797 -0.647
O 7.807 -0.595 0.741
C 7.303 0.704 1.008
H 10.511 -4.505 3.068
H 8.849 -4.673 2.451
H 10.212 -4.821 1.327
H 11.627 -3.057 1.057
H 11.552 -2.090 2.554
H 11.779 -0.532 0.761
H 10.098 -0.395 1.241
H 8.989 -2.747 -0.228
H 9.181 -2.167 -1.871
H 7.163 -1.142 -1.119
H 8.406 0.139 -1.118
H 8.024 1.466 0.692
H 7.157 0.800 2.087
H 6.345 0.854 0.503
```

HOMO energy ... -8.82 eV
Frontier orbital gap ... 8.6 eV
Calculated total energy ... -93481.33927 eV
SMILES ... C[C@H](O)COP(CCCCCN)(CCCCOC=O)(CCO[Si](C)(C)C)CCSc1nnco1.COCCOCCOC.COCCOCCOC

Löwdin atomic charge list, values in e, 99 entries: number 1, C, carries -0.076; number 2, C, carries -0.316; number 3, O, carries -0.122; number 4, C, carries -0.209; number 5, O, carries -0.404; number 6, P, carries 0.796; number 7, C, carries -0.249; number 8, C, carries -0.217; number 9, C, carries -0.169; number 10, C, carries -0.177; number 11, C, carries -0.275; number 12, N, carries -0.051; number 13, C, carries -0.256; number 14, C, carries -0.217; number 15, C, carries -0.143; number 16, C, carries -0.181; number 17, O, carries -0.133; number 18, C, carries -0.145; number 19, O, carries -0.060; number 20, C, carries -0.172; number 21, C, carries -0.261; number 22, O, carries -0.295; number 23, Si, carries 0.463; number 24, C, carries -0.209; number 25, C, carries -0.220; number 26, C, carries -0.220; number 27, C, carries -0.364; number 28, C, carries -0.512; number 29, S, carries 0.824; number 30, C, carries -0.485; number 31, N, carries -0.015; number 32, N, carries -0.030; number 33, C, carries -0.041; number 34, O, carries -0.084; number 35, H, carries 0.081; number 36, H, carries 0.077; number 37, H, carries 0.077; number 38, H, carries 0.139; number 39, H, carries 0.118; number 40, H, carries 0.125; number 41, H, carries 0.114; number 42, H, carries 0.117; number 43, H, carries 0.073; number 44, H, carries 0.115; number 45, H, carries 0.085; number 46, H, carries 0.099; number 47, H, carries 0.105; number 48, H, carries 0.106; number 49, H, carries 0.092; number 50, H, carries 0.100; number 51, H, carries 0.111; number 52, H, carries 0.056; number 53, H, carries 0.070; number 54, H, carries 0.118; number 55, H, carries 0.099; number 56, H, carries 0.119; number 57, H, carries 0.091; number 58, H, carries 0.101; number 59, H, carries 0.126; number 60, H, carries 0.129; number 61, H, carries 0.134; number 62, H, carries 0.167; number 63, H, carries 0.087; number 64, H, carries 0.081; number 65, H, carries 0.108; number 66, H, carries 0.101; number 67, H, carries 0.053; number 68, H, carries 0.056; number 69, H, carries 0.031; number 70, H, carries 0.034; number 71, H, carries 0.049; number 72, H, carries 0.052; number 73, H, carries 0.055; number 74, H, carries 0.044; number 75, H, carries 0.067; number 76, H, carries 0.096; number 77, H, carries 0.076; number 78, H, carries 0.065; number 79, H, carries 0.096; number 80, H, carries 0.144; number 81, C, carries -0.110; number 82, O, carries -0.208; number 83, C, carries -0.191; number 84, C, carries -0.164; number 85, O, carries -0.139; number 86, C, carries -0.172; number 87, C, carries -0.191; number 88, O, carries -0.210; number 89, C, carries -0.111; number 90, H, carries 0.089; number 91, H, carries 0.088; number 92, H, carries 0.085; number 93, H, carries 0.113; number 94, H, carries 0.125; number 95, H, carries 0.126; number 96, H, carries 0.117; number 97, H, carries 0.117; number 98, H, carries 0.124; number 99, H, carries 0.123